Record 1
The following is a quantum chemistry calculation of one molecule with the formula C2H3N3OS, from OMol25.

Computed properties:
- SMILES: OSc1ncn[nH]1
- ΔE to the lowest compared entry with this formula, charge and spin: 49.6 kcal/mol
- E_tot: -19472.9373 eV

Structure (ORCA input):
```
! RIJCOSX wB97M-V def2-TZVPD def2/J DEFGRID3
* xyz 0 1
O 0.744 -2.747 0.630
S 0.727 -1.357 1.556
C 0.138 -0.253 0.380
N -0.179 -0.367 -0.862
C -0.517 0.969 -1.213
N -0.519 1.897 -0.328
N 0.082 1.414 0.764
H 0.450 -2.373 -0.300
H -0.622 1.178 -2.274
H -0.304 1.638 1.649
*
```

Charges obtained by Löwdin population analysis, quoted in units of e: O -0.475; S 0.947; C -0.566; N 0.052; C -0.231; N -0.019; N 0.020; H 0.078; H 0.106; H 0.089

***

Record 2
The following is a quantum chemistry calculation of a 2-piece molecular cluster, CH2ClNO overall, from OMol25.

Computed properties:
- ΔE to the lowest compared entry with this formula, charge and spin: 159.5 kcal/mol
- E_tot: -17122.6704 eV

Structure (ORCA input):
```
! RIJCOSX wB97M-V def2-TZVPD def2/J DEFGRID3
* xyz 0 1
C -0.135 0.449 -0.128
N -1.241 0.915 -0.136
O -2.988 -0.632 0.213
Cl -4.294 0.126 -0.046
H 0.618 1.044 -0.641
H 0.209 -0.543 0.394
*
```

Charges obtained by Löwdin population analysis, quoted in units of e: C -0.143; N 0.146; O -0.806; Cl 0.579; H 0.086; H 0.138

***

Record 3
The following is a quantum chemistry calculation of a 15-piece molecular cluster, C70H170Br10N10 overall, from OMol25.

Computed properties:
- ΔE to the lowest compared entry with this formula, charge and spin: 0.0 kcal/mol
- E_tot: -790668.2293 eV

Structure (ORCA input):
```
! RIJCOSX wB97M-V def2-TZVPD def2/J DEFGRID3
* xyz 0 1
C -0.708 4.956 -3.270
C 0.074 6.250 -2.900
N 0.157 7.259 -4.014
C 1.057 8.361 -3.752
C 2.514 7.949 -3.518
C -1.113 7.737 -4.575
C -1.899 8.496 -3.485
H -0.855 4.342 -2.381
H -0.347 4.403 -4.136
H -1.732 5.252 -3.501
H -0.208 6.745 -1.971
H 1.095 5.907 -2.729
H 1.207 9.072 -4.565
H 0.743 9.003 -2.929
H 2.606 7.371 -2.599
H 2.974 7.442 -4.366
H 3.134 8.771 -3.159
H -1.665 6.871 -4.941
H -1.055 8.371 -5.460
H -2.836 8.927 -3.838
H -1.334 9.342 -3.093
H -2.039 7.909 -2.578
C -1.429 -3.339 4.628
C -1.309 -4.839 4.520
N -0.214 -5.378 5.297
C 0.376 -6.609 4.712
C -0.523 -7.860 4.561
C -0.662 -5.635 6.672
C 0.381 -5.845 7.724
H -2.239 -2.878 4.062
H -0.517 -2.912 4.210
H -1.518 -2.968 5.649
H -2.264 -5.262 4.833
H -1.174 -5.054 3.460
H 0.837 -6.410 3.745
H 1.267 -6.884 5.276
H -0.728 -8.146 5.592
H -1.411 -7.592 3.988
H -0.051 -8.687 4.031
H -1.286 -6.529 6.691
H -1.272 -4.808 7.034
H -0.073 -6.055 8.692
H 1.071 -5.001 7.707
H 1.001 -6.727 7.562
C 0.050 0.564 7.330
C 0.374 -0.028 5.946
N 1.196 0.859 5.120
C 0.401 1.980 4.590
C 1.319 3.184 4.308
C 1.944 0.157 4.058
C 3.139 -0.544 4.730
H -0.778 1.253 7.165
H 0.914 1.003 7.830
H -0.330 -0.163 8.047
H 0.945 -0.939 6.130
H -0.517 -0.340 5.402
H -0.060 1.700 3.643
H -0.395 2.305 5.260
H 2.283 2.782 3.996
H 0.914 3.862 3.556
H 1.523 3.804 5.181
H 2.287 0.713 3.185
H 1.209 -0.575 3.722
H 4.018 -0.670 4.099
H 2.771 -1.535 4.993
H 3.422 -0.104 5.686
C -1.418 -3.187 -1.753
C -0.190 -4.122 -1.525
N -0.246 -5.310 -2.378
C 0.170 -4.909 -3.735
C 0.138 -6.045 -4.805
C 0.745 -6.221 -1.820
C 0.082 -7.116 -0.759
H -1.469 -2.384 -1.017
H -2.403 -3.650 -1.702
H -1.370 -2.768 -2.758
H 0.772 -3.609 -1.561
H -0.294 -4.342 -0.463
H 1.153 -4.446 -3.644
H -0.448 -4.113 -4.150
H -0.677 -6.744 -4.616
H 1.069 -6.608 -4.862
H 0.093 -5.570 -5.785
H 1.285 -6.781 -2.584
H 1.556 -5.689 -1.323
H -0.445 -6.563 0.019
H -0.524 -7.909 -1.196
H 0.819 -7.760 -0.278
C -6.130 4.105 4.312
C -5.261 2.865 4.622
N -5.144 1.874 3.495
C -4.464 2.385 2.305
C -4.818 1.613 1.000
C -4.554 0.621 3.949
C -3.095 0.777 4.403
H -5.617 4.709 3.563
H -6.360 4.782 5.135
H -7.057 3.728 3.879
H -4.339 3.319 4.984
H -5.774 2.337 5.426
H -4.746 3.377 1.951
H -3.379 2.391 2.408
H -5.897 1.581 0.848
H -4.329 2.045 0.127
H -4.520 0.566 1.054
H -4.641 -0.108 3.143
H -5.217 0.227 4.719
H -2.390 0.802 3.572
H -2.885 -0.166 4.909
H -2.873 1.546 5.143
C -2.308 -2.199 -8.146
C -2.654 -2.169 -6.626
N -3.993 -2.653 -6.367
C -4.143 -4.025 -6.861
C -5.528 -4.583 -6.777
C -4.300 -2.615 -4.889
C -4.273 -1.179 -4.373
H -1.551 -1.494 -8.491
H -3.238 -2.139 -8.711
H -1.886 -3.185 -8.339
H -1.888 -2.574 -5.965
H -2.789 -1.098 -6.471
H -3.836 -4.129 -7.901
H -3.400 -4.618 -6.328
H -5.878 -4.757 -5.760
H -6.135 -3.908 -7.380
H -5.632 -5.555 -7.260
H -3.628 -3.267 -4.331
H -5.305 -3.026 -4.796
H -4.551 -1.123 -3.321
H -4.884 -0.478 -4.942
H -3.257 -0.786 -4.407
C 0.650 -1.527 1.131
C -0.396 -0.502 0.834
N 0.020 0.396 -0.212
C -1.092 1.187 -0.745
C -1.982 0.257 -1.625
C 1.025 1.353 0.402
C 1.654 2.257 -0.634
H 0.962 -1.993 0.196
H 0.209 -2.332 1.717
H 1.484 -1.244 1.773
H -1.300 -1.074 0.623
H -0.599 -0.006 1.783
H -1.647 1.642 0.075
H -0.715 2.037 -1.314
H -1.352 -0.162 -2.410
H -2.431 -0.571 -1.078
H -2.849 0.740 -2.075
H 1.738 0.633 0.802
H 0.625 1.955 1.218
H 1.805 1.840 -1.630
H 2.590 2.579 -0.178
H 1.068 3.174 -0.686
C 6.376 -4.547 3.301
C 5.437 -3.689 2.484
N 4.097 -4.311 2.201
C 3.060 -4.064 3.238
C 3.325 -4.665 4.627
C 3.589 -3.827 0.903
C 4.197 -4.626 -0.195
H 7.402 -4.193 3.207
H 6.426 -5.595 3.006
H 6.157 -4.488 4.368
H 5.382 -2.695 2.927
H 6.038 -3.528 1.589
H 2.054 -4.331 2.915
H 2.922 -2.996 3.405
H 3.620 -5.709 4.522
H 2.459 -4.666 5.289
H 4.131 -4.090 5.082
H 2.527 -4.071 0.910
H 3.714 -2.784 0.613
H 3.963 -5.686 -0.101
H 3.676 -4.314 -1.101
H 5.279 -4.551 -0.305
C 4.893 -0.078 0.854
C 6.355 -0.317 0.433
N 7.260 0.441 1.276
C 7.507 -0.361 2.480
C 8.310 0.448 3.521
C 8.525 0.653 0.565
C 8.489 1.842 -0.337
H 4.614 0.886 1.282
H 4.655 -0.754 1.675
H 4.182 -0.420 0.102
H 6.637 -1.364 0.316
H 6.425 0.100 -0.571
H 6.565 -0.643 2.951
H 8.018 -1.274 2.175
H 9.387 0.319 3.404
H 8.174 1.523 3.402
H 8.040 0.139 4.530
H 8.756 -0.264 0.022
H 9.331 0.834 1.276
H 9.476 2.040 -0.754
H 8.203 2.693 0.282
H 7.922 1.615 -1.239
C -5.381 2.265 -2.766
C -5.703 2.583 -4.232
N -6.198 3.973 -4.376
C -6.073 4.401 -5.771
C -6.205 5.855 -5.924
C -7.522 4.247 -3.709
C -8.659 3.713 -4.477
H -4.429 2.697 -2.455
H -5.298 1.183 -2.666
H -6.173 2.614 -2.104
H -4.765 2.543 -4.786
H -6.336 1.822 -4.688
H -5.069 4.153 -6.115
H -6.716 3.844 -6.452
H -7.202 6.201 -5.653
H -5.517 6.471 -5.346
H -6.013 6.029 -6.983
H -7.694 5.311 -3.546
H -7.470 3.790 -2.720
H -8.597 2.658 -4.744
H -8.812 4.276 -5.398
H -9.615 3.795 -3.960
Br 5.223 2.429 3.962
C 5.547 3.701 2.451
C 4.130 4.160 1.993
Br 4.191 5.143 0.251
H 6.103 3.236 1.637
H 6.139 4.540 2.818
H 3.578 4.760 2.716
H 3.534 3.268 1.799
Br -3.175 -6.803 1.432
C -3.436 -5.018 0.551
C -4.356 -4.066 1.326
Br -4.433 -2.300 0.298
H -3.925 -5.188 -0.408
H -2.421 -4.727 0.281
H -3.999 -3.822 2.326
H -5.409 -4.345 1.370
Br 2.317 2.814 -4.335
C 4.282 3.370 -4.006
C 4.726 2.830 -2.597
Br 5.067 0.931 -2.832
H 4.334 4.455 -3.917
H 4.924 3.062 -4.832
H 4.019 2.910 -1.771
H 5.703 3.247 -2.352
Br 1.106 -2.395 -5.394
C 1.576 -0.665 -4.644
C 1.976 -0.825 -3.152
Br 3.298 -2.288 -2.781
H 0.696 -0.043 -4.806
H 2.411 -0.243 -5.204
H 1.124 -1.080 -2.522
H 2.435 0.090 -2.779
Br 0.070 4.910 1.106
C 0.434 6.572 2.090
C 1.218 7.560 1.148
Br 1.406 9.382 1.956
H 0.923 6.318 3.030
H -0.543 7.012 2.292
H 0.866 7.624 0.118
H 2.256 7.232 1.085
*
```

Löwdin atomic charge list, values in e, 99 entries: C -0.077; C -0.216; N -0.176; C -0.281; C -0.096; C -0.233; C -0.087; H 0.051; H 0.045; H 0.056; H 0.088; H 0.085; H 0.116; H 0.100; H 0.044; H 0.077; H 0.071; H 0.095; H 0.111; H 0.069; H 0.056; H 0.063; C -0.087; C -0.289; N -0.154; C -0.250; C -0.070; C -0.279; C -0.092; H 0.061; H 0.058; H 0.067; H 0.112; H 0.101; H 0.100; H 0.095; H 0.061; H 0.035; H 0.076; H 0.101; H 0.113; H 0.078; H 0.076; H 0.066; C -0.070; C -0.250; N -0.185; C -0.232; C -0.084; C -0.231; C -0.090; H 0.055; H 0.077; H 0.067; H 0.105; H 0.092; H 0.087; H 0.102; H 0.011; H 0.003; H 0.076; H 0.094; H 0.090; H 0.040; H 0.047; H 0.079; C -0.077; C -0.252; N -0.154; C -0.319; C -0.070; C -0.252; C -0.079; H 0.023; H 0.044; H 0.055; H 0.079; H 0.092; H 0.040; H 0.026; H 0.077; H 0.059; H 0.057; H 0.112; H 0.092; H 0.028; H 0.069; H 0.066; C -0.098; C -0.240; N -0.170; C -0.245; C -0.084; C -0.239; C -0.082; H 0.055; H 0.069; H 0.071; H 0.099

***

Record 4
The following is a quantum chemistry calculation of C40H69BN16O3P as an isolated structure, from OMol25.

Computed properties:
- E_tot: -82537.7483 eV

Structure (ORCA input):
```
! RIJCOSX wB97M-V def2-TZVPD def2/J DEFGRID3
* xyz -1 1
C 4.789 -0.866 -1.081
C 5.515 0.065 0.027
O 6.519 -0.402 0.604
O 4.907 1.315 0.275
C 5.864 2.344 0.644
C 5.610 3.733 -0.183
C 4.568 3.569 -1.394
C 3.106 3.958 -0.825
C 1.940 3.086 -1.505
C 0.554 3.873 -1.291
C -0.754 2.942 -1.364
C -0.717 1.657 -0.365
B -2.094 0.777 -0.622
O -1.865 -0.542 -1.265
P -3.147 0.509 0.997
N -2.784 -0.905 1.729
H 5.428 -1.030 -2.011
H 4.646 -1.889 -0.565
H 3.729 -0.482 -1.313
H 5.635 2.616 1.746
H 6.956 2.077 0.465
H 6.619 4.044 -0.663
H 5.332 4.607 0.515
H 4.610 2.560 -1.927
H 4.838 4.367 -2.188
H 3.047 3.860 0.327
H 2.899 5.060 -1.109
H 1.958 2.027 -1.080
H 2.149 3.008 -2.629
H 0.607 4.523 -0.339
H 0.476 4.626 -2.166
H -0.988 2.606 -2.448
H -1.656 3.587 -1.027
H -0.586 1.967 0.730
H 0.164 0.943 -0.613
H -2.774 1.438 -1.361
H -0.984 -0.599 -1.699
H -4.526 0.420 0.609
H -2.976 1.627 1.914
H -2.033 -1.381 1.208
C -1.541 7.028 0.407
C -1.203 6.711 -1.015
N -0.939 6.463 -2.130
H -1.702 6.104 0.963
H -0.723 7.584 0.868
H -2.450 7.631 0.447
C 7.339 3.102 -4.739
C 6.677 4.257 -4.054
N 6.158 5.161 -3.514
H 6.931 2.984 -5.743
H 8.414 3.277 -4.810
H 7.164 2.186 -4.175
C -5.314 -0.989 -3.958
C -4.045 -0.826 -3.169
N -3.040 -0.695 -2.527
H -5.511 -0.083 -4.535
H -5.219 -1.833 -4.642
H -6.154 -1.170 -3.283
C -1.265 -2.912 4.237
C -1.787 -3.879 5.255
N -2.197 -4.637 6.055
H -0.400 -2.382 4.638
H -0.967 -3.447 3.334
H -2.041 -2.185 3.980
C 4.450 8.487 -2.501
C 3.769 8.216 -1.194
N 3.236 8.004 -0.170
H 5.323 7.840 -2.606
H 3.763 8.293 -3.325
H 4.772 9.529 -2.542
C -3.943 -7.317 4.791
C -3.594 -8.198 3.630
N -3.310 -8.900 2.719
H -3.031 -6.938 5.257
H -4.544 -6.473 4.449
H -4.512 -7.883 5.529
C -0.806 4.529 4.205
C -0.875 4.295 2.727
N -0.930 4.109 1.569
H -0.660 5.592 4.406
H -1.734 4.201 4.676
H 0.027 3.969 4.631
C 9.625 -1.441 -0.578
C 9.826 -0.571 -1.781
N 9.984 0.110 -2.724
H 8.877 -2.206 -0.793
H 10.564 -1.927 -0.309
H 9.283 -0.837 0.264
C -6.345 -3.431 4.033
C -6.866 -4.415 5.037
N -7.274 -5.186 5.823
H -5.482 -2.905 4.441
H -6.046 -3.953 3.122
H -7.121 -2.704 3.787
C -0.172 -3.432 0.039
C 1.054 -3.281 0.886
N 2.017 -3.162 1.551
H -0.340 -2.521 -0.540
H -0.048 -4.271 -0.646
H -1.041 -3.616 0.672
C -5.802 0.050 6.807
C -5.474 -0.243 5.375
N -5.216 -0.473 4.252
H -5.956 -0.883 7.351
H -4.982 0.602 7.270
H -6.712 0.650 6.864
C 3.691 2.328 -6.435
C 4.704 1.492 -5.715
N 5.497 0.836 -5.151
H 2.685 1.971 -6.207
H 3.778 3.369 -6.121
H 3.856 2.266 -7.512
C -5.187 -6.798 0.680
C -5.784 -5.495 0.246
N -6.252 -4.473 -0.095
H -4.103 -6.769 0.560
H -5.423 -6.988 1.728
H -5.590 -7.611 0.074
C -8.657 -4.166 -2.161
C -9.435 -3.252 -3.059
N -10.045 -2.537 -3.763
H -8.629 -5.170 -2.588
H -7.636 -3.798 -2.051
H -9.127 -4.209 -1.178
C 1.634 -7.808 -0.813
C 0.326 -7.126 -0.557
N -0.699 -6.590 -0.357
H 1.486 -8.887 -0.867
H 2.057 -7.458 -1.756
H 2.333 -7.584 -0.005
*
```

Löwdin atomic charge list, values in e, 99 entries: C 0.004; C -0.406; O 0.022; O -0.065; C -0.162; C -0.169; C -0.217; C -0.209; C -0.211; C -0.252; C -0.234; C -0.206; B -0.871; O -0.227; P 0.716; N -0.392; H 0.083; H 0.088; H 0.086; H 0.132; H 0.121; H 0.096; H 0.112; H 0.106; H 0.046; H 0.121; H 0.100; H 0.092; H 0.103; H 0.077; H 0.071; H 0.114; H 0.088; H 0.053; H 0.077; H 0.047; H 0.079; H -0.040; H -0.045; H -0.099; C -0.070; C -0.245; N 0.128; H 0.023; H 0.077; H 0.072; C -0.076; C -0.218; N 0.123; H 0.059; H 0.080; H 0.050; C -0.081; C -0.125; N 0.084; H 0.067; H 0.064; H 0.061; C -0.066; C -0.245; N 0.094; H 0.080; H 0.062; H 0.043; C -0.072; C -0.258; N 0.110; H 0.056; H 0.078; H 0.071; C -0.069; C -0.256; N 0.104; H 0.047; H 0.057; H 0.080; C -0.056; C -0.189; N 0.176; H 0.073; H 0.077; H 0.079; C -0.071; C -0.258; N 0.098; H 0.079; H 0.073; H 0.070; C -0.073; C -0.266; N 0.092; H 0.043; H 0.063; H 0.077; C -0.073; C -0.261; N 0.089; H 0.056; H 0.034